Record 1
{
  "formula": "C10H40N20O10",
  "method": "wB97M-V/def2-TZVPD",
  "total_energy_ev": -61307.4422,
  "total_charge": 0,
  "smiles": "NC(N)=O.NC(N)=O.NC(N)=O.NC(N)=O.NC(N)=O.NC(N)=O.NC(N)=O.NC(N)=O.NC(N)=O.NC(N)=O",
  "homo_lumo_gap_ev": 8.17,
  "e_above_lowest_kcal_mol": 7.5,
  "multiplicity": 1,
  "fmax_ev_per_a": 1.75,
  "elements": ["C", "H", "H", "H", "H", "H", "N", "N", "C", "O", "O", "N", "H", "C", "N", "H", "H", "N", "H", "H", "C", "O", "H", "N", "H", "N", "H", "H", "N", "O", "O", "N", "H", "H", "C", "H", "H", "H", "N", "N", "H", "C", "O", "H", "H", "N", "N", "H", "H", "H", "N", "N", "H", "H", "H", "N", "O", "H", "O", "H", "N", "C", "C", "C", "H", "H", "N", "O", "O", "C", "H", "H", "H", "N", "H", "N", "H", "H", "H", "H"],
  "positions_angstrom": [[-0.14628, -3.31863, -0.80209], [1.70446, 3.68413, 2.81138], [-4.27797, -1.10883, 3.00679], [2.40123, 3.21430, -0.56504], [2.32412, -0.59095, -1.67724], [5.90842, -1.55980, 0.06519], [-3.79090, -1.01714, -1.55126], [1.33488, 2.60032, -4.29902], [-5.16478, 0.39404, 1.92002], [-6.21201, 0.91702, 1.54317], [4.51215, 0.42559, -0.91539], [1.73611, 3.44816, 1.83447], [-2.22820, -2.32211, 5.61690], [1.95330, 1.48308, -3.85798], [4.99979, -1.73273, -0.31900], [4.69015, -2.68483, -0.34198], [3.81856, 0.85844, -3.28545], [0.11832, -4.66373, -0.76306], [-2.18893, 1.71904, 3.81876], [0.48159, 0.79076, -1.55201], [-1.22181, -0.61841, 5.00781], [3.21010, 1.69942, 2.09982], [-2.16313, -2.04936, -2.91420], [-1.44388, -1.72133, 5.78427], [3.75133, 2.32498, -4.25317], [-0.79518, 4.61318, 3.74373], [2.66132, -2.22772, -6.43717], [3.48446, 1.85749, -0.33406], [0.55701, -2.59182, 0.10938], [0.05450, 2.73256, 4.63004], [-1.59530, 0.05995, -0.32342], [2.90603, 2.60669, 0.05076], [1.43342, 0.90567, -0.08599], [2.85375, -2.21845, -1.30258], [-3.92616, -1.03079, -2.91178], [-2.67695, 3.25085, 3.07978], [0.18657, -2.65568, -3.32580], [-0.05820, 5.04758, 4.27910], [0.55826, 0.72698, -0.54764], [3.02783, -1.23511, -1.36426], [-0.81637, -1.93825, 6.53329], [-0.54165, 0.42506, 0.19735], [-0.94899, -2.86781, -1.61138], [1.20466, -3.12601, 0.65206], [-0.33042, -5.24897, -1.44418], [-0.35187, 0.55253, 1.53190], [3.32161, 1.49824, -3.88222], [-4.06692, 1.64033, 0.86146], [0.34738, 2.69408, -4.14279], [1.82457, 3.14395, -4.98657], [-5.13145, -0.79575, 2.58058], [-0.10649, 0.09021, 5.29325], [2.94473, -1.22340, -5.04543], [1.18960, 3.98553, 1.19109], [1.20057, -1.20490, -3.54427], [-2.78928, -1.53398, -3.51702], [1.34940, 0.54675, -3.31605], [-1.10481, 0.14611, 2.06769], [0.99922, -3.72107, -5.43922], [0.73694, -5.09072, -0.10217], [2.45945, -1.97940, -5.48546], [2.65624, 2.53656, 1.39650], [4.21706, -0.77091, -0.88529], [-0.88118, 3.26247, 4.01369], [-6.03057, -1.17677, 2.81034], [-0.13111, 1.02428, 4.83752], [-3.96129, 0.89457, 1.52729], [-1.99899, -0.24485, 4.12207], [-4.93702, -0.69384, -3.51570], [1.43129, -2.69619, -4.92405], [-3.05471, 0.49196, 1.64786], [-1.59622, 5.21576, 3.65609], [-4.55676, -0.97508, -0.90979], [-1.99357, 2.67429, 3.53054], [-2.82303, -1.72647, -4.49991], [0.96114, -2.17553, -3.76141], [0.62544, -0.20384, 5.90723], [-2.83783, -0.83052, -1.23763], [0.31192, -1.62262, 0.25813], [0.43136, 1.01138, 1.96275]],
  "forces_ev_per_angstrom": [[-0.5, -0.4, -0.4], [-0.2, -0.3, 0.0], [-0.1, -0.1, 0.2], [0.0, 0.1, 0.0], [-0.1, -0.1, -0.2], [0.0, 0.4, -0.1], [1.1, 0.0, -0.1], [0.3, 0.0, -0.3], [-0.6, -0.3, -1.2], [0.4, -0.2, 0.6], [0.3, -0.2, -0.3], [0.0, -0.1, 0.4], [0.0, 0.1, -0.1], [0.5, -0.7, 1.5], [0.0, -0.3, -0.1], [0.1, -0.1, 0.0], [0.1, 0.1, 0.1], [0.0, 0.0, -0.1], [-0.2, 0.0, -0.3], [0.0, -0.1, 0.0], [0.4, -0.2, 0.7], [-0.4, 0.5, 0.1], [0.0, 0.0, -0.4], [0.0, 0.1, -0.3], [0.5, -0.1, 0.3], [0.7, 0.6, 0.1], [0.3, 0.1, 0.1], [0.0, 0.3, 0.0], [-0.4, -0.3, -0.6], [-0.8, -0.1, -0.7], [0.5, 0.2, 0.9], [0.3, -0.5, 0.1], [0.0, 0.2, -0.2], [-0.6, 0.0, -0.2], [-0.7, -0.5, -0.2], [-0.3, -0.3, -0.1], [0.0, 0.3, 0.0], [0.0, 0.0, -0.1], [-0.2, 0.0, 0.1], [1.1, -0.1, 0.2], [0.0, -0.1, 0.1], [0.4, 0.6, -1.0], [0.4, 0.1, 0.5], [0.1, 0.6, 0.6], [0.0, 0.1, 0.0], [-0.9, -0.8, 0.1], [-0.9, 0.2, -0.9], [0.3, -0.1, -0.1], [-0.1, -0.1, -0.4], [-0.4, 0.4, 0.0], [0.0, 0.2, 0.1], [-0.9, 0.4, -1.0], [-0.1, 0.1, 0.1], [0.0, 0.2, 0.0], [-0.6, -0.7, 0.0], [-0.1, 0.5, 0.3], [0.1, 0.8, -0.2], [0.4, 0.3, 0.7], [0.2, 0.3, 0.0], [0.0, 0.0, 0.1], [0.0, -0.3, -0.6], [0.4, -0.1, -0.5], [-0.6, 0.3, 0.3], [0.0, 0.8, 0.2], [0.1, -0.1, 0.2], [0.9, -0.4, 0.7], [-0.2, 1.0, 0.2], [-0.4, -0.2, -0.2], [0.3, -0.2, 0.0], [-0.3, -0.3, 0.2], [-0.1, -0.4, -0.1], [-0.3, -0.3, -0.1], [-0.2, 0.4, -0.2], [0.7, -0.3, 0.6], [0.0, 0.0, 0.0], [0.5, 0.0, 0.0], [0.0, 0.0, 0.1], [-0.8, -0.3, 0.4], [0.4, -0.4, 0.1], [0.0, 0.0, 0.1]]
}

Record 2
{
  "formula": "C13H14BrFO2PS",
  "method": "wB97M-V/def2-TZVPD",
  "total_energy_ev": -110680.0888,
  "total_charge": 1,
  "homo_lumo_gap_ev": 7.76,
  "multiplicity": 1,
  "fmax_ev_per_a": 2.90,
  "elements": ["O", "C", "C", "C", "H", "C", "H", "H", "H", "H", "C", "H", "H", "F", "C", "H", "C", "C", "H", "Br", "H", "C", "C", "H", "C", "H", "H", "H", "S", "C", "P", "C", "O"],
  "positions_angstrom": [[3.08519, -1.85103, -0.40842], [2.07690, -2.23133, -1.25442], [-2.00100, 1.16258, 0.55065], [2.47028, 0.51832, -0.78604], [-0.93045, 1.12736, 0.37910], [2.58946, 1.82636, -0.36960], [-5.80405, 1.22743, 1.20727], [-4.62646, 3.29673, 0.54802], [3.41194, 3.19598, 1.06815], [-2.19219, 3.25330, 0.12353], [-4.07577, 2.37129, 0.65050], [1.89874, 0.31317, -1.68856], [2.09638, 2.62381, -0.92149], [-1.98631, -1.15149, 1.04126], [3.32287, 2.16536, 0.74057], [4.52081, 1.38644, 2.33789], [-4.73923, 1.20810, 1.01930], [3.93743, 1.14578, 1.45385], [2.28532, -3.26279, -1.56282], [-0.11588, -3.05731, -3.80424], [2.00528, -1.65522, -2.18281], [-2.68041, 0.01811, 0.91222], [-2.70861, 2.34829, 0.41407], [4.30419, -0.93963, 1.61589], [3.09257, -0.49157, -0.07880], [-1.76514, -4.22619, -1.17259], [0.21004, -1.20827, 0.34169], [-4.53675, -0.90082, 1.42608], [0.43277, -2.34221, -0.37049], [-4.03758, 0.01814, 1.14707], [-1.13469, -2.31898, -1.95012], [3.81665, -0.15249, 1.04306], [-2.22229, -3.41723, -1.46975]],
  "forces_ev_per_angstrom": [[-0.8, 0.4, -0.2], [1.2, -0.4, -0.7], [0.3, -0.2, -0.1], [-0.6, -0.7, -0.9], [0.0, 0.0, 0.0], [-0.3, 1.0, -0.2], [0.0, 0.0, 0.0], [0.0, 0.0, 0.0], [0.0, -0.1, -0.1], [0.0, 0.0, 0.0], [0.0, 0.0, 0.0], [0.1, 0.1, 0.1], [0.0, -0.3, -0.1], [0.2, -0.1, -0.1], [0.2, 0.0, 0.4], [-0.1, -0.1, -0.1], [0.2, 0.1, -0.1], [0.2, 0.8, 0.3], [-0.3, 0.1, 0.3], [0.1, -0.3, 0.9], [-0.3, 0.2, 0.4], [-0.3, 0.5, -0.1], [-0.1, 0.0, 0.0], [-0.1, 0.1, -0.2], [0.3, 0.4, 0.3], [-0.7, -0.3, 0.0], [0.1, 0.2, -0.7], [0.0, 0.0, 0.0], [0.4, -1.5, 0.7], [-0.1, -0.4, 0.1], [-2.0, 1.8, -1.0], [0.6, -1.2, 0.6], [2.1, -0.2, 0.1]]
}

Record 3
{
  "formula": "C6H41NO14",
  "method": "wB97M-V/def2-TZVPD",
  "total_energy_ev": -37042.6742,
  "total_charge": 0,
  "homo_lumo_gap_ev": 8.71,
  "e_above_lowest_kcal_mol": 59.9,
  "multiplicity": 1,
  "fmax_ev_per_a": 2.82,
  "elements": ["H", "H", "H", "H", "H", "C", "H", "H", "O", "H", "O", "H", "O", "H", "H", "H", "C", "O", "H", "H", "O", "O", "O", "H", "H", "O", "H", "H", "H", "H", "H", "H", "H", "O", "H", "H", "O", "C", "H", "H", "H", "H", "H", "H", "H", "H", "O", "H", "H", "C", "H", "H", "O", "O", "O", "H", "N", "C", "C", "H", "H", "H"],
  "positions_angstrom": [[1.73823, 1.78348, -0.62387], [-3.00735, -1.93424, 2.14875], [-4.05229, 1.81491, 1.64630], [-1.21107, 1.87816, 1.98768], [1.36023, -2.84536, -0.66434], [1.20470, 2.66693, -0.28907], [2.02778, -0.57561, 0.17309], [1.44834, -1.68174, 1.33623], [-1.77638, -3.14711, 2.13832], [-1.00322, 1.06360, -4.67676], [0.83086, -3.00649, 2.90117], [0.28946, 0.66840, -1.09213], [4.45390, 1.66742, -0.23791], [0.97756, 2.09667, -3.23463], [-0.71500, -0.76519, 1.22963], [-1.95986, 0.87938, -1.62447], [1.14840, -1.19156, 0.38460], [-0.65404, 1.39050, -3.83869], [2.01169, 1.89935, 2.09901], [3.48754, 0.54746, -3.59380], [0.82151, -0.22359, 3.86599], [0.59944, -0.87174, -3.21401], [-3.32977, 1.39416, 2.09885], [1.57701, -3.62664, 2.77187], [-3.96460, -1.38140, 1.15814], [-1.55906, -4.02718, -1.15977], [4.04550, 1.47548, 0.63630], [-1.89635, -4.09549, 2.15303], [-2.48213, 0.74367, 0.05635], [1.10475, 3.26711, -1.20051], [-1.02257, 3.67482, 1.52903], [1.07425, -2.63179, 3.75425], [4.40442, 2.63222, -0.26862], [-3.56508, -1.13559, 1.99967], [0.46484, 0.64240, 4.08404], [-0.90799, 2.72210, -0.48080], [1.70632, 2.73676, -3.08927], [-1.80106, 0.34731, -0.68588], [2.64496, 0.73773, 2.93816], [1.70602, 3.27105, 0.46757], [-0.92250, -3.36160, -0.91109], [3.19871, 0.80288, -2.03828], [-2.01630, -0.71667, -0.78397], [-1.13306, -4.88338, -1.31680], [1.34327, 3.54104, -3.47564], [0.36007, 2.70930, 2.17681], [0.70735, -2.11600, -0.60047], [-0.47840, 0.51812, -3.39789], [1.45936, -0.39323, -3.11973], [-0.36670, 0.64103, -0.22202], [-2.74885, -2.50306, -2.29310], [-3.43353, 0.42161, 1.97740], [-3.49795, -1.91643, -2.12498], [2.64666, 1.17261, 2.07486], [3.16282, 0.16374, -2.77855], [0.64362, -0.27636, 2.91490], [0.07330, -0.32930, 0.77218], [-0.57346, 2.69257, 1.60706], [-0.25222, 2.15475, 0.18170], [0.57206, -1.55272, -2.53344], [-0.80898, -3.05435, 2.16944], [-4.15518, -2.57488, -1.86188]],
  "forces_ev_per_angstrom": [[0.7, 0.2, 0.4], [0.1, 0.5, 0.3], [-0.4, 0.2, -0.2], [-0.2, 1.1, 0.6], [-0.4, 0.7, 0.0], [-1.8, -0.2, -0.1], [-0.3, -0.1, -1.0], [-0.2, -0.4, -0.9], [0.3, -0.1, -0.1], [0.0, 0.4, -0.1], [1.3, -1.0, 0.3], [0.0, -0.9, 0.0], [-0.3, 0.1, 0.7], [0.3, 0.4, -0.2], [0.0, -0.4, -0.2], [-0.3, -0.2, 0.0], [-0.4, 0.7, 2.7], [-0.3, -0.9, 0.2], [0.0, -0.3, 0.1], [0.1, 0.6, 0.2], [0.1, 0.0, 0.0], [0.2, 0.3, -0.4], [0.2, 0.0, 0.3], [-0.7, 0.3, -0.3], [-0.2, 0.3, -0.2], [-0.8, -0.8, -0.4], [0.1, -0.1, -0.6], [-0.3, -0.3, 0.0], [-0.2, 0.1, 0.1], [0.1, -0.1, 0.6], [-0.2, 0.0, 0.4], [-0.5, 0.6, 0.2], [0.1, -0.2, -0.2], [-0.1, -1.5, -0.3], [-0.2, 0.0, 0.3], [-0.3, -0.5, -0.1], [-0.1, -0.2, -0.7], [0.5, 0.2, 0.1], [-0.3, 0.2, -0.1], [0.2, -0.2, 0.1], [0.7, 0.2, 0.3], [0.4, 0.0, -0.8], [0.2, 0.1, -0.2], [0.1, 0.7, 0.1], [0.1, 0.0, -0.1], [-0.2, 0.3, 0.3], [0.8, -1.2, -0.5], [0.1, 0.5, -0.1], [-0.2, -0.6, 0.2], [-1.1, 1.3, 0.1], [0.2, 0.1, 0.0], [0.0, 0.5, 0.3], [-0.3, -0.6, 0.0], [0.6, 0.0, -0.1], [-0.4, -0.5, 0.7], [-0.1, 0.0, -0.3], [0.8, 0.7, -0.1], [0.4, -2.6, -1.0], [1.9, 1.6, -0.6], [0.2, 0.2, 0.3], [-0.1, 0.2, 0.3], [-0.1, 0.3, 0.0]]
}

Record 4
{
  "formula": "C6H8N2",
  "method": "wB97M-V/def2-TZVPD",
  "total_energy_ev": -9328.2887,
  "total_charge": 0,
  "smiles": "Cc1[nH]cc2c1CN2",
  "homo_lumo_gap_ev": 8.46,
  "e_above_lowest_kcal_mol": 78.8,
  "multiplicity": 1,
  "fmax_ev_per_a": 4.19,
  "elements": ["H", "C", "H", "H", "N", "N", "H", "C", "C", "H", "C", "H", "C", "C", "H", "H"],
  "positions_angstrom": [[-3.32771, 0.21287, 0.46789], [-0.36258, 1.96773, -0.02994], [-1.95996, -1.64172, 0.78195], [1.76226, 1.88717, -0.27265], [0.91291, 1.45164, -0.05918], [-2.42149, 0.09371, -0.12974], [3.02738, -0.83612, -0.81821], [-1.18277, 0.81823, 0.11793], [2.25123, -0.87415, 0.02811], [2.84229, -0.87831, 1.01041], [-1.66223, -1.19274, -0.09216], [-0.47001, 3.00197, 0.02940], [1.03296, 0.04815, -0.15303], [-0.35446, -0.35382, 0.05547], [-1.91995, -1.76170, -1.03758], [1.83212, -1.94292, 0.10133]],
  "forces_ev_per_angstrom": [[2.6, -0.3, -1.2], [-0.6, -3.0, 0.5], [-0.3, -2.0, 1.9], [0.8, 1.6, 0.0], [0.9, -2.7, -0.4], [-1.5, 1.6, 0.8], [-1.2, 0.0, 1.1], [1.4, -0.3, -0.8], [0.6, -1.2, -0.1], [-0.9, 0.9, -1.2], [0.1, 1.3, -2.2], [-0.5, 1.3, -0.1], [-3.6, -0.8, 1.9], [0.8, 1.5, -0.9], [0.9, 0.3, 1.2], [0.5, 1.6, -0.7]]
}

Record 5
{
  "formula": "C3H3N3O",
  "method": "wB97M-V/def2-TZVPD",
  "total_energy_ev": -9671.7057,
  "total_charge": 0,
  "homo_lumo_gap_ev": 8.73,
  "e_above_lowest_kcal_mol": 132.6,
  "multiplicity": 1,
  "fmax_ev_per_a": 0.68,
  "elements": ["H", "C", "C", "N", "O", "N", "N", "H", "H", "C"],
  "positions_angstrom": [[3.37058, -1.08937, -1.52415], [0.11123, 0.76844, 0.45561], [-1.67291, -0.66130, 1.11184], [1.43443, -0.33185, -0.98740], [-2.88146, -0.38494, 0.64985], [-0.86470, 0.39994, 1.17006], [0.32647, 0.22720, -0.83581], [-2.95729, 0.54057, 0.34197], [0.77731, 1.56032, 0.80649], [2.35634, -1.02900, -1.18845]],
  "forces_ev_per_angstrom": [[0.0, 0.0, 0.0], [-0.2, 0.0, 0.2], [0.0, 0.3, -0.1], [0.4, -0.3, -0.1], [0.1, 0.1, 0.0], [0.2, -0.1, -0.2], [0.1, -0.2, 0.0], [0.0, -0.1, 0.1], [-0.1, -0.1, -0.1], [-0.5, 0.5, 0.1]]
}

Record 6
{
  "formula": "C2H4NP",
  "method": "wB97M-V/def2-TZVPD",
  "total_energy_ev": -12914.4503,
  "total_charge": 0,
  "homo_lumo_gap_ev": 9.38,
  "e_above_lowest_kcal_mol": 47.9,
  "multiplicity": 1,
  "fmax_ev_per_a": 5.71,
  "elements": ["H", "N", "H", "H", "P", "C", "C", "H"],
  "positions_angstrom": [[-0.07640, -1.12380, -1.09564], [1.74321, -1.12157, 0.03468], [-0.40914, -1.48880, 0.50488], [-0.05583, 1.81980, -0.48656], [2.19842, 0.36381, 0.05236], [0.47233, 0.91997, 0.07057], [0.27776, -1.01852, -0.09902], [0.18513, 1.14040, 1.11954]],
  "forces_ev_per_angstrom": [[0.1, -0.1, -1.0], [-1.4, -1.5, 0.4], [-0.9, -1.1, 2.1], [1.3, -2.1, 0.5], [0.6, 1.0, -0.4], [-2.3, -0.6, 0.2], [2.4, 4.9, -1.5], [0.2, -0.4, -0.3]]
}